# 1
The following is a DFT calculation (ωB97M-V/def2-TZVPD) of C40H97Ca2F6N8O17S2 as an isolated structure in a non-equilibrium geometry.

Each line ends with the Löwdin charge.
Atoms and positions in Å:
Ca 3.6287 20.3406 16.5628  1.361
Ca 0.4050 17.7234 18.1225  1.557
S 0.3787 19.9881 15.3456  0.731
S 1.1084 22.5248 15.1207  0.602
F 1.9934 24.2307 13.2172  0.260
F 3.4165 23.5731 14.4941  0.177
F 0.7902 18.4056 12.9815  0.117
F -1.0354 19.5720 13.1256  0.150
F 0.6945 20.6355 12.7574  0.146
F 2.7321 22.3098 12.9119  0.145
O 4.1430 24.4943 19.9327  -0.167
O 0.6940 18.6663 15.8952  -0.448
O -0.1760 22.6761 14.3653  -0.307
O 9.9279 19.5204 18.8965  -0.180
O 2.5815 18.8228 18.1551  -0.531
O 12.3758 15.4842 20.9527  -0.193
O 9.3565 19.6630 25.2446  -0.216
O 8.4297 14.8429 20.2404  -0.187
O 6.1815 16.6245 22.6566  -0.202
O -1.7868 18.9032 18.3336  -0.309
O 1.1555 23.3011 16.3226  -0.266
O 4.8305 21.3994 14.9295  -0.353
O 5.7021 17.1120 12.6611  -0.214
O 2.2488 21.1475 22.7098  -0.224
O 1.2036 16.1810 19.9756  -0.316
O 5.4706 19.7692 17.9425  -0.475
O -0.9108 20.5443 15.6862  -0.269
N 10.6672 13.1425 19.9383  -0.039
N -0.8388 21.4201 24.7782  0.019
N 7.7408 21.7361 18.4427  0.040
N 0.0134 18.8836 20.3908  -0.095
N 4.0370 18.7846 14.6939  -0.093
N 3.7343 22.2746 18.1363  0.012
N 6.9429 17.9078 26.0577  -0.067
N 1.7303 21.1245 15.4043  -0.391
C 9.9393 20.5113 24.2329  -0.077
C 3.3618 20.2087 22.4286  -0.060
C 5.0643 18.7506 18.9185  -0.311
C 1.9512 14.9439 20.0190  -0.047
C 4.6623 16.4818 11.9495  -0.112
C 8.4709 14.1511 19.0293  -0.223
C 6.1462 17.6766 24.8343  -0.184
C -0.2111 17.7804 21.3143  -0.177
C 5.4373 18.2134 14.8966  -0.162
C -1.1482 19.8288 20.3573  -0.147
C 7.4279 21.9503 20.7534  -0.042
C -2.3339 19.2255 19.5855  -0.200
C 3.6690 18.1262 18.7272  -0.375
C 1.8063 21.6213 19.4542  -0.059
C 7.9254 16.1624 20.1393  -0.101
C 9.3148 18.2539 25.0934  -0.201
C 3.2675 23.4798 20.3279  -0.233
C 11.5216 14.0343 19.2233  -0.267
C 0.1820 23.0745 23.6355  -0.059
C 12.3806 16.8312 20.3411  -0.061
C 8.9138 19.9052 19.7408  -0.203
C 6.4302 16.3946 24.0075  -0.195
C 8.4124 21.4166 19.6549  -0.411
C 9.4033 12.9218 19.2362  -0.180
C 0.2569 19.5934 13.4156  -0.607
C -2.7469 18.6666 17.3098  -0.075
C 8.3751 17.6345 26.1773  -0.186
C 5.7518 22.3923 15.2384  -0.098
C 5.1662 20.8120 13.6413  -0.136
C 4.3930 25.3953 21.0167  -0.075
C 9.6068 19.2065 17.5366  -0.083
C 4.8785 16.9340 22.3026  -0.115
C 0.0025 21.6111 23.6558  -0.458
C 2.7192 22.8017 19.1168  -0.366
C 1.3435 20.7286 23.8040  -0.121
C 12.7765 14.4942 19.9682  -0.199
C 4.1287 19.6039 13.4540  -0.164
C 5.8081 16.9217 14.0888  -0.156
C 0.9703 16.7998 21.2375  -0.190
C 2.3983 23.2198 13.8142  -0.769
H 0.7080 19.4580 20.8465  0.094
H 9.0430 18.1868 24.0400  0.109
H -3.4149 19.5190 17.1861  0.112
H 8.3824 16.7608 19.3511  0.068
H 3.5711 26.1105 20.9825  0.088
H 1.0972 23.2458 23.0688  0.069
H -0.8415 20.4727 25.1281  0.070
H 4.1225 16.1874 22.5460  0.080
H 5.3052 25.9771 20.8847  0.093
H 2.9986 19.2017 22.6334  0.052
H 6.7987 16.5101 14.2825  0.127
H 4.6815 17.8416 22.8732  0.057
H 5.0788 17.8451 24.9769  0.107
H -0.5716 21.2435 22.8053  0.106
H 9.6226 12.4481 18.2793  0.113
H 9.3673 19.9080 20.7320  0.109
H -1.5350 19.9721 21.3663  0.115
H 0.0203 23.6035 24.5747  0.089
H 13.3965 17.1494 20.1073  0.088
H 5.1280 19.3717 19.8120  0.076
H 13.1794 13.5531 20.3424  0.121
H 4.9441 21.5474 12.8680  0.119
H 6.2572 18.9303 14.8537  0.113
H -3.2097 19.8743 19.5707  0.142
H 4.8211 16.4534 10.8715  0.096
H 11.0217 14.9311 18.8571  0.093
H 8.2073 16.7053 21.0415  0.087
H 8.1117 19.1672 19.7321  0.108
H 1.3288 21.1291 18.6069  0.063
H 3.5723 17.9979 14.2636  0.091
H 7.4561 13.9261 18.7013  0.117
H 8.9545 18.3368 17.4580  0.083
H 2.2745 20.8011 19.9983  0.044
H 6.5403 18.0734 26.9691  0.104
H 2.3518 14.5824 19.0720  0.103
H 7.7307 21.7974 21.7893  0.056
H 8.9157 14.9101 18.3857  0.097
H 10.0827 21.4607 24.7489  0.091
H 0.6275 15.9225 21.7862  0.125
H 2.8363 14.9580 20.6550  0.086
H -2.2903 18.4492 16.3442  0.081
H 9.2993 22.0449 19.7364  0.133
H 10.3067 17.8411 25.2769  0.118
H -3.3382 17.7735 17.5117  0.099
H 1.7228 20.9164 24.8085  0.123
H 1.8544 17.1369 21.7786  0.118
H 11.9523 17.5057 21.0825  0.079
H 3.6246 20.2395 21.3712  0.057
H 8.6240 16.6009 26.4174  0.105
H 7.5154 23.0005 20.4750  0.072
H 11.6624 16.8423 19.5213  0.068
H -0.1398 18.1711 22.3294  0.118
H 1.3171 14.2529 20.5745  0.097
H 7.4985 16.1799 23.9826  0.124
H 0.9795 19.7035 23.7352  0.092
H 6.3674 18.5174 24.1768  0.105
H 5.0996 16.1570 14.4071  0.113
H 13.4933 14.8023 19.2071  0.115
H 6.1711 20.4690 13.3948  0.128
H 1.0810 21.9524 20.1975  0.076
H 8.8108 12.1252 19.6862  0.108
H 2.4775 23.8127 21.0010  0.124
H 4.3837 19.0378 12.5581  0.112
H 6.7365 21.9273 15.1914  0.105
H 10.6036 18.9804 17.1580  0.089
H 3.7587 22.7514 20.9732  0.118
H 5.7539 23.2890 14.6188  0.102
H 3.8258 17.2888 18.0473  0.088
H 3.0973 19.9508 13.3908  0.076
H -2.7344 18.3411 20.0810  0.121
H 8.6671 18.1629 27.0848  0.115
H 4.1920 20.3818 23.1133  0.094
H -0.5946 21.9530 25.6006  0.077
H 3.3107 17.5749 19.5965  0.065
H 6.9823 21.0730 18.3705  0.026
H 5.8499 17.9954 18.9413  0.081
H 5.8641 15.5440 24.3872  0.124
H 6.3858 21.6601 20.6194  0.052
H 3.6696 16.8529 12.2041  0.074
H 11.8919 13.6136 18.2884  0.120
H -1.1743 17.2702 21.3195  0.131
H 4.2907 24.9199 21.9922  0.087
H 5.5567 17.8435 15.9149  0.099
H 5.4841 22.6934 16.2512  0.082
H 10.9304 20.1654 23.9395  0.081
H 10.5510 13.6572 20.7995  0.106
H -0.6238 23.5188 23.0513  0.087
H 2.2005 23.5397 18.5050  0.127
H 4.3216 21.7622 18.7786  0.058
H 9.3677 20.5710 23.3067  0.058
H 4.2700 23.1241 18.0296  0.077
H 6.8406 16.2250 20.0539  0.067
H 9.3648 20.0449 16.8835  0.072
H 4.7789 16.9665 21.2176  0.073
H 4.7211 15.4209 12.1926  0.087
H 8.4606 21.3859 17.8269  0.038
H -0.8698 20.7518 19.8486  0.123

## Properties
DFT total energy in eV: -164620.403
Total charge: +1

# 2
The following is a DFT calculation (ωB97M-V/def2-TZVPD) of a 2-piece molecular cluster, C2H5NO2 overall in a non-equilibrium geometry.

Each line ends with the natural charge from an NBO analysis.
Atoms and positions in Å:
O 2.4843 -0.7882 0.3222  -0.223
O -1.2191 -0.3989 -1.3470  -0.249
N -0.9302 0.7618 0.6475  -0.054
C -1.5728 0.4893 -0.4891  0.375
C 0.4256 0.2163 0.7658  -0.448
H 1.1506 1.0198 1.0124  0.311
H -2.5607 0.8821 -0.5251  0.199
H 0.5136 -0.5902 1.4804  0.321
H 0.8654 -0.2383 -0.1478  0.307
H 3.3043 -1.1427 0.1864  0.461

## Properties
Spin multiplicity: 2
DFT total energy in eV: -7722.427
Total charge: +1

# 3
The following is a DFT calculation (ωB97M-V/def2-TZVPD) of one molecule with the formula C4H12N2O in a non-equilibrium geometry.

Each line ends with the natural charge from an NBO analysis.
Atoms and positions in Å:
O -2.5288 0.4968 -0.1388  -0.728
N 1.0590 1.0656 0.3431  -0.632
N -0.9252 -2.0046 -0.8670  -0.835
C 2.0443 0.5417 1.3085  -0.410
C 0.2147 -1.1108 -0.6581  -0.233
C -0.0881 0.2391 0.0947  -0.075
C -1.2343 1.0091 -0.5243  -0.075
H 1.4888 1.2840 -0.5434  0.356
H -0.5743 -0.1350 1.0133  0.165
H 0.8816 -1.5642 0.0795  0.178
H 2.9144 0.1263 0.7946  0.184
H -2.5244 0.3849 0.8070  0.459
H -1.2409 -1.9281 -1.8304  0.351
H 2.4526 1.3286 1.9381  0.193
H 0.7226 -0.8825 -1.6005  0.178
H -1.7522 -1.6159 -0.4215  0.366
H 1.4863 -0.1533 1.9372  0.196
H -1.1817 0.8895 -1.6074  0.176
H -1.2144 2.0286 -0.1246  0.185

## Properties
DFT total energy in eV: -9369.142
SMILES: CN[C@H](CN)CO

# 4
The following is a DFT calculation (ωB97M-V/def2-TZVPD) of a 2-piece molecular cluster, C7H7N overall in a non-equilibrium geometry.

Each line ends with the natural charge from an NBO analysis.
Atoms and positions in Å:
N 0.0308 -0.1851 0.1317  -0.442
C 1.6110 0.9081 -1.2764  -0.258
C -1.0173 -2.6727 3.4441  -0.290
C -0.9106 0.4722 -0.5306  0.035
C -0.8596 -2.0141 2.4324  -0.235
C 0.6225 1.6581 -1.9585  -0.157
C -0.7087 1.4313 -1.5043  -0.253
C 1.2795 -0.0545 -0.3277  0.039
H -1.9817 0.3726 -0.2029  0.194
H 2.6763 1.0180 -1.5147  0.220
H -1.4311 -2.9469 4.4230  0.238
H -0.6005 -1.4710 1.5340  0.261
H 0.7937 2.3032 -2.7885  0.222
H 2.0392 -0.6772 0.1593  0.204
H -1.5434 1.8579 -2.0208  0.220

## Properties
DFT total energy in eV: -8859.732
SMILES: c1ccncc1.C#C

# 5
The following is a DFT calculation (ωB97M-V/def2-TZVPD) of C22H26AuClN7OS as an isolated structure in a non-equilibrium geometry.

Each line ends with the natural charge from an NBO analysis.
Atoms and positions in Å:
Au -0.8161 -0.2274 1.0092  0.755
Cl 4.5025 4.1984 -4.8775  0.032
S 1.7008 0.3757 0.3671  0.124
O -2.1774 0.5375 2.8940  -0.662
N 1.2234 -2.2975 0.1147  -0.403
N -1.1399 2.0441 1.6178  -0.637
N -0.0576 -2.0754 0.2381  -0.307
N -2.5986 -1.3518 0.3522  -0.498
N -2.6066 2.7264 3.3305  -0.390
N 3.4096 -1.6386 -0.1751  -0.573
N 0.0375 3.5794 0.3833  -0.748
C 3.8472 -2.9243 -0.6794  -0.220
C -0.9644 -3.0353 0.0031  0.246
C 2.7526 2.1960 -4.4046  -0.214
C 2.0152 1.5668 -2.1984  -0.082
C 3.9437 -4.0256 0.3712  -0.620
C 1.1164 0.7022 -1.3676  -0.524
C -2.4280 4.0122 2.9751  0.127
C -1.9817 1.7169 2.6222  0.754
C -2.3115 -2.6466 0.0146  0.128
C 3.5509 3.3980 -2.4790  -0.237
C 3.5372 3.1995 -3.8513  -0.036
C -3.8496 -0.9151 0.3518  0.072
C -1.5754 4.3588 1.9796  -0.378
C 2.7846 2.5894 -1.6611  -0.166
C -4.9182 -1.7082 -0.0032  -0.227
C -0.5157 -4.4283 -0.3125  -0.684
C 2.0085 1.3777 -3.5772  -0.184
C -4.6622 -3.0389 -0.3713  -0.155
C -3.3785 -3.5060 -0.3560  -0.202
C -0.8758 3.3110 1.3163  0.474
C -3.4701 2.3378 4.4227  -0.404
C 2.1211 -1.3984 0.1321  0.373
H -2.9456 1.6127 5.0443  0.239
H -3.1615 -4.5236 -0.6342  0.230
H -3.9909 0.1163 0.6414  0.204
H 0.2887 4.5289 0.1643  0.415
H 2.8115 2.7517 -0.5947  0.207
H 2.7298 2.0573 -5.4737  0.237
H 4.1581 4.1805 -2.0601  0.233
H -5.4797 -3.6806 -0.6652  0.234
H -4.3729 1.8591 4.0374  0.220
H -1.0300 -5.1441 0.3279  0.239
H 3.1311 -3.2338 -1.4444  0.208
H -0.7219 -4.6756 -1.3542  0.239
H 4.8144 -2.7677 -1.1554  0.212
H 0.5551 -4.5140 -0.1460  0.257
H -2.9965 4.7482 3.5235  0.229
H 4.1006 -0.9819 0.1523  0.420
H 0.5543 2.8246 -0.0343  0.410
H 1.4036 0.5882 -4.0031  0.217
H -3.7354 3.2098 5.0145  0.215
H 0.9839 -0.2788 -1.8232  0.248
H -1.4328 5.3855 1.6956  0.239
H 4.6684 -3.7787 1.1417  0.212
H 2.9785 -4.1926 0.8411  0.218
H 4.2572 -4.9438 -0.1154  0.222
H 0.1296 1.1583 -1.2669  0.231
H -5.9218 -1.3161 0.0051  0.234

## Properties
DFT total energy in eV: -62758.448
Total charge: +1

# 6
The following is a DFT calculation (ωB97M-V/def2-TZVPD) of a 2-piece molecular cluster, C12H24NOPS overall.

Each line ends with the natural charge from an NBO analysis.
Atoms and positions in Å:
S 0.8589 3.4605 -4.4872  1.257
P 0.4198 -2.5094 2.2376  0.854
O 0.5673 4.1031 -3.1802  -0.987
N 1.0597 -3.5368 6.2135  -0.414
C 0.0381 -1.3468 4.8464  -0.186
C -0.6039 3.6819 -5.5070  -0.833
C 0.6435 -2.4512 6.8605  0.025
C 0.9666 -3.5213 4.8874  0.026
C 1.8989 4.6109 -5.3953  -0.830
C -1.6815 0.3629 -1.2513  -0.399
C 0.4689 -2.4572 4.1432  -0.389
C -0.6563 1.1238 -2.1212  -0.622
C -0.9545 -1.9091 -0.2481  -0.409
C 0.1252 -1.3321 6.2301  -0.254
C -1.0718 -0.3853 -0.0451  -0.403
C 0.3171 -2.5284 0.3377  -0.736
H 1.3004 -4.4249 4.3781  0.183
H 2.0439 4.2473 -6.4126  0.226
H -0.2075 -0.4820 6.8129  0.217
H 0.3677 0.8823 -1.8292  0.203
H -0.8989 4.7306 -5.4864  0.231
H -0.0853 0.0317 0.1817  0.194
H -0.9666 -2.1165 -1.3250  0.205
H -2.2133 -0.3610 -1.8729  0.194
H -0.7632 0.8446 -3.1729  0.196
H -2.4164 1.0788 -0.8749  0.202
H 1.4288 5.5938 -5.3953  0.231
H -0.7838 2.2039 -2.0516  0.233
H 0.0491 -3.8784 2.3133  -0.042
H 0.4275 -3.5642 -0.0065  0.212
H 2.8563 4.6572 -4.8811  0.241
H 1.1867 -1.9756 -0.0444  0.202
H -1.6959 -0.1833 0.8301  0.202
H -0.3790 -0.4907 4.3192  0.209
H -0.3907 3.3563 -6.5252  0.226
H 0.7205 -2.4752 7.9448  0.190
H -1.8403 -2.4141 0.1560  0.198
H -1.3924 3.0651 -5.0806  0.241
H -0.5531 -1.4674 2.2984  -0.065
H 1.8095 -2.2240 2.2029  -0.029

## Properties
DFT total energy in eV: -36491.310